No. 1
Entry from the Open Molecules 2025 dataset: C35H43ClN2ScSi2 as an isolated structure in a non-equilibrium geometry (ωB97M-V/def2-TZVPD).

CARTESIAN COORDINATES (ANGSTROEM)
Sc1 0.405188 -0.599603 2.968658
Cl1 2.300953 -1.057772 1.596148
Si1 -0.586969 -1.322137 -3.100939
Si2 0.946288 0.976974 -0.765437
N1 1.634733 -0.698027 4.895165
N2 0.665446 1.687428 3.318962
C1 -0.602312 2.447408 3.315130
C2 -1.859166 2.311255 -4.680088
C3 -1.522504 -1.385496 1.849382
C4 -1.685044 -0.990557 4.110974
C5 0.080081 -0.649382 -1.304817
C6 -2.369126 3.517680 -0.493650
C7 -1.905192 4.667415 -1.136495
C8 -0.669336 0.293916 -4.090850
C9 -1.873414 0.990936 -4.206939
C10 1.242981 1.746044 4.692460
C11 0.911067 -4.647952 -6.043971
C12 2.650075 -1.771786 4.821840
C13 -0.205788 -3.105628 -1.111916
C14 -2.016955 -0.473228 2.827844
C15 0.846916 -0.861447 6.149753
C16 -0.005887 -3.669178 -6.445942
C17 0.541426 0.890750 -4.441450
C18 -1.490849 -3.108248 -1.635395
C19 -0.354170 -2.631940 -5.565632
C20 -0.214803 2.443867 -0.877893
C21 1.528309 -4.539515 -4.790082
C22 -0.650294 2.924886 -5.023886
C23 0.546207 2.206828 -4.916132
C24 0.592551 -1.960284 -1.072439
C25 1.216526 -3.477335 -3.934169
C26 2.290817 0.653622 4.894627
C27 0.244437 3.611109 -1.499153
C28 1.603668 2.380501 2.389593
C29 -1.513154 2.424879 -0.319344
C30 -2.040615 -1.836107 -1.997146
C31 -0.907343 -2.486498 2.525335
C32 -0.586268 4.727691 -1.609260
C33 -1.001935 -2.234560 3.928571
C34 0.204712 -2.565551 -4.282010
C35 -1.369354 -0.651783 -1.495591
H1 1.480570 0.337173 -4.317770
H2 0.437308 1.677749 5.435883
H3 -2.076552 -4.020357 -1.755242
H4 -0.401451 3.504702 3.573112
H5 -1.704196 -1.322918 0.780751
H6 -2.647976 0.388702 2.624414
H7 -2.570820 5.523597 -1.272192
H8 1.493068 -0.624280 7.008443
H9 2.331294 1.405439 -0.521388
H10 1.496342 2.670161 -5.179886
H11 1.736110 2.727290 4.826669
H12 0.213892 -4.047773 -0.754462
H13 1.078887 2.662546 1.466624
H14 -0.212950 5.646799 -2.070808
H15 3.232751 -1.657602 3.904181
H16 -1.915494 0.287132 -1.455855
H17 -1.294822 2.032052 4.056964
H18 -0.015996 -0.189582 6.160571
H19 -1.068096 2.404289 2.320804
H20 1.263222 3.640749 -1.881810
H21 -0.633678 3.963419 -5.372574
H22 1.755835 -3.373844 -2.993132
H23 2.437826 1.720812 2.134032
H24 -2.796752 2.862165 -4.763901
H25 -1.086916 -1.880994 -5.875197
H26 -1.994335 -0.557878 5.060882
H27 2.248120 -5.298862 -4.472120
H28 -3.056583 -1.755549 -2.402272
H29 1.147397 -5.490417 -6.700562
H30 1.641337 -2.060272 -0.780038
H31 -0.475692 -3.732092 -7.430434
H32 2.767889 0.810666 5.878625
H33 -0.709075 -2.928366 4.715661
H34 3.071189 0.683356 4.118597
H35 0.506050 0.705503 0.642751
H36 0.487671 -1.891703 6.233616
H37 -0.529291 -3.391087 2.050640
H38 -3.396784 3.462620 -0.121800
H39 1.974715 3.307581 2.862880
H40 -1.868610 1.561277 0.247502
H41 3.306523 -1.718612 5.701075
H42 -2.819967 0.522287 -3.917919
H43 2.146109 -2.745094 4.790865

Atoms 1-6, force components in eV/Å:
1.550 1.019 -1.002
0.077 -0.229 0.498
0.949 0.971 -3.426
-2.497 -0.726 1.691
-0.208 0.292 0.107
-0.129 0.325 0.309

Results
Net charge = +1
LUMO energy (alpha / beta) = -0.0981 / -0.0976 Ha



No. 2
Entry from the Open Molecules 2025 dataset: a 7-piece molecular cluster, C35H43F25N3O14S overall in a non-equilibrium geometry (ωB97M-V/def2-TZVPD).

CARTESIAN COORDINATES (ANGSTROEM)
S1 -1.577259 1.947222 6.569023
F1 -4.982395 3.156776 0.088410
F2 0.019710 7.478216 1.099978
F3 -3.774075 -2.841068 -4.421126
F4 -2.659167 -3.896133 -2.907717
F5 -3.438192 0.503990 7.616276
F6 7.856648 6.351718 -3.463708
F7 -4.687806 4.432150 -1.635828
F8 11.348545 1.315717 -8.543272
F9 -6.180328 -8.885948 -3.804239
F10 -4.938420 -0.551301 5.465089
F11 -6.127332 2.832169 -1.708221
F12 1.046193 5.649888 0.588674
F13 -4.129151 -2.081175 6.876768
F14 6.010322 5.422901 -4.072093
F15 -1.598556 -1.665458 5.592001
F16 1.131170 6.417978 2.603348
F17 7.222159 4.523001 -2.521603
F18 10.857976 0.450976 -6.632046
F19 -3.880273 -2.350271 4.756227
F20 -2.478448 0.043364 4.542446
F21 12.482023 1.868634 -6.794813
F22 -4.562684 -9.766069 -4.913375
F23 -4.359346 -7.769210 -4.114960
F24 -1.493262 -0.413562 7.872318
F25 -2.760707 -4.685338 -4.908110
O1 -4.880011 -5.466658 -2.561862
O2 -1.353089 2.705898 7.777969
O3 -2.979050 1.711729 -1.087591
O4 10.019933 2.835412 -5.659188
O5 6.452761 7.481681 -1.401068
O6 -3.928572 2.067564 -3.090696
O7 -2.979120 -9.875985 -2.717156
O8 9.836582 3.472735 -7.804989
O9 -4.876344 -9.683868 -1.530959
O10 -1.075123 4.823237 2.922448
O11 4.853976 5.927653 -1.672469
O12 -2.563182 2.657199 5.776440
O13 -1.806816 5.489983 0.912997
O14 -5.619766 -4.819568 -4.579180
N1 1.502950 2.767115 4.033856
N2 0.450581 2.716912 4.781001
N3 2.637706 -2.607465 7.555864
C1 11.243639 1.587989 -7.238999
C2 3.401474 7.827151 -1.191303
C3 -3.962364 5.446742 2.063232
C4 1.799931 -1.991116 4.310596
C5 -2.689784 -11.837551 -1.295155
C6 -2.528815 -0.660961 5.709843
C7 -4.910130 3.159420 -1.255853
C8 1.877087 0.498123 4.786141
C9 -3.938569 -1.399998 5.724832
C10 -4.266114 -9.563428 -2.552859
C11 -7.768844 -4.827079 -3.421911
C12 -2.277995 0.247571 6.971535
C13 0.319763 6.252470 1.549983
C14 -0.928585 5.440560 1.899776
C15 -4.730744 -4.866764 -3.586867
C16 4.056516 6.568072 -0.660109
C17 0.709803 0.503494 5.641919
C18 6.031771 6.499785 -1.937407
C19 -4.846801 -8.997783 -3.849684
C20 -6.840811 -5.555575 -4.373170
C21 10.277651 2.742404 -6.966121
C22 -3.478399 -4.069613 -3.953663
C23 7.697318 3.583404 -5.594602
C24 1.470199 -3.025392 6.724876
C25 -3.821975 2.218222 -1.774629
C26 1.932386 -3.244537 5.240535
C27 -2.304826 -10.395361 -1.557318
C28 2.258212 1.669547 4.003290
C29 -3.227836 -0.243273 -3.459756
C30 -0.032992 1.757786 5.589191
C31 9.141496 3.905344 -5.265416
C32 -2.940890 1.222630 -3.714604
C33 6.783793 5.701771 -3.003617
C34 2.754182 -0.781207 4.692684
C35 -3.025897 4.736279 1.106608
H1 0.718980 -1.733008 4.231449
H2 -2.500713 -12.448951 -2.179547
H3 3.166847 1.681590 3.366294
H4 0.597606 -2.338485 6.842622
H5 -2.123164 -12.240368 -0.455484
H6 2.111769 -2.326654 3.286094
H7 0.374099 -0.334369 6.277084
H8 -3.751984 -11.930576 -1.066516
H9 4.658302 6.767699 0.228970
H10 1.247667 -4.024966 4.808960
H11 -4.163904 6.461734 1.715440
H12 -4.904093 4.906154 2.150908
H13 7.031531 4.370343 -5.231971
H14 -8.715390 -5.358893 -3.325908
H15 -2.496758 -9.759901 -0.690595
H16 -4.237657 -0.495569 -3.785103
H17 -6.621553 -6.565403 -4.030864
H18 -1.237160 -10.336421 -1.769030
H19 3.534544 -0.692048 3.909260
H20 1.139559 -4.013698 7.138834
H21 -7.316562 -5.643522 -5.349875
H22 -7.327265 -4.733398 -2.428923
H23 2.745736 -3.235610 8.346119
H24 -3.168767 -0.481733 -2.396635
H25 2.816998 7.603872 -2.086015
H26 9.461161 4.845421 -5.719172
H27 3.182732 -0.973286 5.708041
H28 4.144767 8.572326 -1.476303
H29 9.253695 4.014778 -4.187063
H30 2.516583 -1.643879 7.856906
H31 2.959762 -3.676483 5.237637
H32 -2.994805 1.423046 -4.784329
H33 7.405697 2.633122 -5.141182
H34 -3.524809 5.534377 3.058687
H35 2.747266 8.267822 -0.438542
H36 -3.492871 4.657718 0.138455
H37 -7.963239 -3.813879 -3.779888
H38 3.287141 5.852571 -0.373194
H39 -2.797828 3.721889 1.438474
H40 -0.132495 3.573394 4.754649
H41 -2.515503 -0.871972 -3.989900
H42 7.549238 3.479528 -6.670480
H43 -1.938766 1.503826 -3.385227

Atoms 1-6, force components in eV/Å:
-2.175 4.888 0.584
0.059 -0.450 -0.466
-0.286 -0.371 0.104
-0.307 -0.494 0.080
-0.458 -0.209 0.013
0.986 0.263 -1.020

Results
Net charge = +1
LUMO energy = -0.1935 Ha



No. 3
Entry from the Open Molecules 2025 dataset: C35H43INO4PSSiSr as an isolated structure in a non-equilibrium geometry (ωB97M-V/def2-TZVPD).

CARTESIAN COORDINATES (ANGSTROEM)
I1 -2.047877 -2.239224 1.331250
Sr1 0.447542 -0.805763 0.598185
S1 1.016353 -0.669667 -1.721603
P1 -2.108647 0.567323 -0.036507
Si1 2.683809 -0.554777 -0.374977
O1 2.052994 -2.012939 0.594344
O2 1.959994 0.460452 0.962316
O3 -0.975543 0.788443 4.890258
O4 4.199434 -0.510233 -1.186056
N1 -0.638248 -0.092720 2.694327
C1 -4.313945 -1.180346 -0.602073
C2 -0.667525 2.905567 -0.309045
C3 -5.868711 -3.528766 -0.056588
C4 -6.317959 -2.597891 -0.929365
C5 -3.881980 -2.218435 0.317721
C6 -6.145593 -0.471740 -2.093585
C7 0.277326 3.726373 -2.360342
C8 3.439518 0.574680 -3.352104
C9 -4.744812 2.815389 3.134896
C10 -3.671442 0.799869 2.376053
C11 3.072881 1.588818 2.746687
C12 -5.581004 -1.423061 -1.210632
C13 4.081154 0.797212 -1.961856
C14 -4.630690 -3.337263 0.579681
C15 -1.302693 1.914753 -2.398355
C16 -3.418367 2.818023 1.130177
C17 -0.442950 2.775842 -3.065241
C18 2.641793 -0.934978 3.096797
C19 1.036094 -3.872029 -0.893578
C20 2.742890 -4.266911 1.055406
C21 -3.107178 1.465641 1.290628
C22 -3.644486 0.060371 -0.919809
C23 -4.470224 1.468033 3.289696
C24 3.227188 1.878994 -1.145673
C25 -0.796498 0.346779 3.788762
C26 2.926900 0.227382 2.072133
C27 -1.480181 2.004351 -1.017795
C28 2.240152 -3.359129 -0.077992
C29 -4.265244 0.956490 -1.747831
C30 -4.220879 3.487594 2.042022
C31 0.182774 3.772694 -0.976258
C32 3.409394 -3.325367 -1.102415
C33 5.439272 1.459916 -2.144925
C34 -5.505405 0.695008 -2.353278
C35 4.330793 -0.221666 1.519078
H1 -3.461995 -0.244316 2.529099
H2 2.549815 1.173705 -3.489396
H3 3.469344 1.848922 -0.088077
H4 3.573583 -4.331337 -1.491955
H5 -3.030031 3.369676 0.287363
H6 2.139982 1.823909 3.262004
H7 -0.605670 2.776326 0.766360
H8 -5.362352 3.337085 3.855471
H9 5.024454 -0.290351 2.355464
H10 -4.224642 -4.035188 1.294366
H11 3.190019 -0.464097 -3.498590
H12 4.741973 0.453292 0.780152
H13 -4.870054 0.924451 4.137126
H14 1.660377 -0.938457 3.563832
H15 0.991451 4.355148 -2.877480
H16 -7.107044 -0.687811 -2.544790
H17 5.334592 2.338394 -2.774809
H18 0.990752 -3.305814 -1.813734
H19 1.272797 -4.900631 -1.175873
H20 -1.771287 1.099884 -2.938362
H21 2.149736 1.820828 -1.240494
H22 -0.289137 2.662501 -4.130736
H23 5.845837 1.761067 -1.176858
H24 6.139840 0.752567 -2.591675
H25 -4.433317 4.539778 1.894476
H26 -7.271272 -2.731795 -1.426783
H27 3.170837 -2.701649 -1.956654
H28 4.335365 -2.964972 -0.659205
H29 4.165430 0.832082 -4.131988
H30 2.038355 -4.271726 1.888790
H31 -3.799433 1.913802 -1.935047
H32 0.061330 -3.831574 -0.409211
H33 3.920057 1.611885 3.430036
H34 2.820601 -1.863353 2.582277
H35 0.850835 4.410744 -0.410516
H36 4.288963 -1.224308 1.097242
H37 3.210793 2.355785 1.986528
H38 3.498102 2.864115 -1.530674
H39 3.422319 -0.853020 3.854853
H40 3.685260 -3.859245 1.414727
H41 -5.946603 1.435402 -3.008747
H42 2.923541 -5.279308 0.695937
H43 -6.453655 -4.415512 0.153060

Atoms 1-6, force components in eV/Å:
-1.561 -1.402 0.506
-12.703 -0.493 4.574
2.292 1.010 -3.824
-1.425 1.687 0.120
-0.275 -1.118 -2.159
6.223 -3.731 -2.531

Results
LUMO energy = 0.0073 Ha